(1)
A structure of composition C20H22HgN2 at a distorted geometry. Source: the OMol25 dataset; level of theory: ωB97M-V/def2-TZVPD.

```
45
Properties=species:S:1:pos:R:3:forces:R:3:nbo_charge:R:1
C 0.860643 -0.824948 -2.075720 1.847 0.405 0.429 -0.48
C 0.069461 2.030224 -2.493629 0.197 0.228 0.904 -0.19
C -0.519771 -1.196354 -2.368324 -0.206 -0.988 0.706 -0.08
H 1.454232 -1.764148 -2.017341 -0.259 0.411 0.110 0.22
C -1.124884 1.799568 -1.945866 0.308 0.641 -0.093 -0.18
H 0.665265 2.795470 -1.982229 -0.210 -0.170 -0.135 0.20
H -0.806018 -2.208372 -2.057974 -0.062 0.478 -0.044 0.18
H -1.411646 2.416734 -1.078516 0.164 -0.255 -0.458 0.20
C -1.503934 -0.420567 -3.126346 -1.300 0.108 -0.589 -0.48
H -2.312434 -1.145628 -3.358381 0.191 0.656 -0.079 0.22
H -1.126503 -0.042691 -4.092963 -0.003 -0.407 0.276 0.21
C 1.500734 -0.010725 -3.239582 -0.401 -0.161 0.321 -0.39
H 1.414475 -0.641483 -4.130957 0.219 -0.003 0.095 0.20
H 2.565598 0.163256 -3.061325 -0.112 -0.186 0.143 0.21
C 0.838199 1.344519 -3.594137 0.792 0.969 -0.448 -0.46
H 0.303499 1.256682 -4.559993 0.064 0.177 0.645 0.21
H 1.679663 2.060862 -3.775347 -0.627 -0.610 -0.275 0.21
C -2.132785 0.826556 -2.427197 -0.438 -0.897 0.040 -0.44
H -2.836761 1.294044 -3.133435 0.200 0.010 0.089 0.22
H -2.759104 0.510298 -1.580191 0.184 -0.082 -0.132 0.21
Hg 2.105525 0.431867 1.618481 -0.179 1.009 -0.287 0.56
H 1.052293 -0.343235 -1.041783 -0.539 -0.340 -1.417 0.21
C -1.532492 2.907095 4.003895 0.235 -0.312 0.065 -0.20
C -2.218166 2.642624 2.804525 -0.069 -0.115 0.360 -0.21
C -2.139259 1.386296 2.213004 0.880 -0.383 0.502 -0.20
C -1.298674 0.413405 2.810696 -1.386 0.306 0.520 0.08
C -0.799869 0.606598 4.114363 0.210 0.356 -0.420 -0.22
C -0.831642 1.883949 4.669220 -0.657 0.018 -0.185 -0.21
N -0.792360 -0.644498 2.034052 2.248 -2.123 0.805 -0.17
N -0.365573 -1.644813 2.733649 -0.860 2.416 0.014 -0.17
C 0.841726 -2.266891 2.427857 0.385 -1.415 -0.779 0.02
C 1.017348 -3.569122 2.986146 0.066 0.852 -0.163 -0.19
C 2.260571 -4.185108 2.928674 0.184 0.294 -0.362 -0.23
C 3.286848 -3.631058 2.134532 -0.480 0.248 -0.411 -0.20
C 3.062032 -2.412864 1.454255 0.514 -0.714 0.687 -0.27
C 1.927678 -1.666544 1.745264 -0.977 -0.851 -0.135 -0.41
H -1.556320 3.905941 4.441044 -0.001 -0.243 -0.197 0.22
H -2.815572 3.428445 2.340128 0.142 -0.230 0.148 0.22
H -2.682829 1.103782 1.315456 0.267 0.309 -0.067 0.23
H -0.335442 -0.239302 4.626116 0.163 0.417 -0.307 0.24
H -0.319703 2.057339 5.620376 -0.331 0.072 -0.323 0.22
H 0.152477 -4.004914 3.487220 0.372 0.010 0.032 0.23
H 2.449256 -5.093765 3.494956 -0.115 0.048 -0.243 0.22
H 4.247691 -4.147607 2.029061 -0.434 0.190 0.039 0.22
H 3.807925 -2.020518 0.746065 -0.186 -0.144 0.623 0.22
```
Forces are in eV/Å.

HOMO level (alpha / beta): -7.331 / -7.161 eV
LUMO (alpha / beta): -0.9856 / -0.9633 eV

(2)
The molecule C3H6IO2P at a distorted geometry. Source: the OMol25 dataset; level of theory: ωB97M-V/def2-TZVPD.

```
13
Properties=species:S:1:pos:R:3:forces:R:3:nbo_charge:R:1
C 1.697529 0.217188 -1.231287 -0.922 1.171 0.157 0.57
C -2.825626 0.405348 1.667555 -1.014 1.662 1.427 -0.27
C 2.577569 -0.679455 -2.010873 -0.505 -0.433 0.079 -0.77
O 1.282565 1.310291 -1.420397 0.684 -1.222 0.338 -0.49
O -1.635011 1.158952 1.395980 -0.215 0.138 0.076 -0.83
P -0.281733 0.622490 2.099815 0.578 -0.072 -0.045 0.49
I 0.398507 -1.198406 0.574849 0.025 0.368 0.242 -0.04
H -2.490094 -0.638873 1.689862 -1.140 0.008 -0.455 0.20
H -3.617682 0.828886 0.999455 0.775 -1.275 -0.088 0.20
H -3.262482 0.708325 2.688986 0.973 -0.661 -1.054 0.18
H 3.018145 -0.069425 -2.822516 -0.063 -0.837 0.106 0.24
H 1.840038 -1.486991 -2.291492 0.972 0.732 -0.377 0.26
H 3.298277 -1.178329 -1.339937 -0.149 0.420 -0.405 0.26
```
Forces are in eV/Å.

HOMO level (alpha / beta): -7.296 / -6.474 eV
LUMO (alpha / beta): 0.1245 / -0.9296 eV

| no. | molar mass (g mol⁻¹) |
| --- | --- |
| 1 | 491.0 |
| 2 | 232.0 |